Below is a molecular structure, C41H30F5N3P2ReS, with properties calculated with the ωB97M-V functional and the def2-TZVPD basis.

XYZ file:
```
83
Properties=species:S:1:pos:R:3:forces:R:3:lowdin_spin:R:1
Re -1.17215 0.06848 0.28547 -0.053 -0.008 0.179 0.671
F -1.69755 -2.19177 6.78415 0.000 0.002 0.003 0.000
C -1.68395 -2.15339 5.46538 0.001 0.045 0.235 -0.001
C -1.57340 -0.94124 4.81061 0.028 0.290 0.108 0.001
F -1.47921 0.19356 5.49745 -0.003 -0.059 -0.052 0.000
C -1.55839 -0.93114 3.43408 0.041 0.306 0.277 0.002
F -1.45071 0.27224 2.80329 0.037 0.226 -0.060 0.037
C -1.64567 -2.06642 2.67686 0.059 -0.294 -0.257 0.005
S -1.61245 -2.05992 0.90975 -0.277 0.010 -0.374 -0.003
C -1.75233 -3.27155 3.35428 -0.025 -0.203 -0.126 -0.001
F -1.83062 -4.40908 2.66987 0.003 0.035 -0.004 0.000
C -1.77498 -3.32302 4.73295 -0.015 -0.253 0.091 0.000
F -1.87516 -4.48503 5.35500 0.002 0.033 -0.007 0.000
N -2.15103 1.41812 -2.35348 0.028 0.139 0.111 -0.001
P -1.85510 -0.21452 -1.94364 0.183 0.222 0.430 0.027
C -0.84587 -0.88350 -3.24090 0.142 -0.012 -0.001 0.000
C -1.31830 -0.85787 -4.55582 0.043 -0.122 -0.067 -0.001
C -0.52730 -1.37206 -5.56988 -0.058 0.038 0.021 0.000
C 0.71631 -1.92127 -5.27072 -0.007 0.014 -0.022 0.000
C 1.17614 -1.95953 -3.96305 -0.017 0.024 0.081 0.000
C 0.39551 -1.43613 -2.94017 0.084 -0.021 -0.086 -0.001
C -3.45992 -1.00419 -2.01368 -0.096 -0.069 -0.154 0.011
C -4.63484 -0.26642 -2.11979 -0.172 -0.092 0.059 0.005
C -5.85756 -0.92747 -2.16010 0.053 0.017 0.005 0.000
C -5.89953 -2.31259 -2.09718 0.016 0.023 0.000 0.004
C -4.72252 -3.04869 -1.99262 -0.016 0.002 0.013 0.000
C -3.50342 -2.39819 -1.94646 -0.036 -0.052 -0.035 0.004
C -2.42200 2.31476 -1.34862 0.245 -0.233 0.044 0.001
C -2.92265 3.59044 -1.60450 -0.037 0.077 -0.056 0.000
C -3.14601 4.44188 -0.55083 -0.003 0.037 0.083 0.000
C -2.86688 4.03045 0.76092 -0.084 0.195 -0.089 0.000
C -2.37751 2.77639 0.95162 0.023 -0.201 -0.071 0.005
N -2.15421 1.90966 -0.08007 -0.124 -0.100 0.071 0.005
H -2.30116 1.72009 -3.30457 -0.088 0.018 -0.016 0.000
H -2.30667 -0.47120 -4.78515 0.037 -0.010 0.010 0.000
H -0.88443 -1.35887 -6.59165 0.017 -0.001 0.035 0.000
H 1.32644 -2.32827 -6.06687 -0.019 0.002 0.017 0.000
H 2.14073 -2.39509 -3.73776 -0.015 0.004 -0.001 0.000
H 0.74929 -1.45481 -1.91475 -0.016 -0.013 -0.045 0.000
H -4.61319 0.81438 -2.17453 -0.002 -0.004 -0.009 0.000
H -6.77396 -0.35821 -2.24679 0.024 -0.020 0.003 0.000
H -6.85259 -2.82416 -2.13351 0.022 0.010 0.000 0.000
H -4.75816 -4.12955 -1.95064 -0.006 0.031 -0.001 0.000
H -2.58891 -2.97679 -1.86953 -0.005 0.015 -0.016 0.000
H -3.12747 3.88840 -2.62403 -0.006 0.003 0.023 0.000
H -3.53904 5.43383 -0.73807 0.018 -0.039 0.015 0.000
H -3.03134 4.68104 1.60738 0.001 -0.001 -0.037 0.000
H -2.13476 2.40614 1.93911 -0.016 -0.027 -0.056 0.002
N 0.53906 0.40913 0.50854 0.016 -0.087 -0.270 0.164
P 2.14540 0.55767 0.75139 -0.205 -0.012 0.033 0.039
C 2.83958 -1.02922 1.14778 0.037 -0.162 0.070 0.000
C 2.17982 -2.20240 0.78520 0.168 -0.071 0.080 0.000
C 2.76724 -3.42975 1.05871 0.002 0.049 0.014 0.000
C 4.00847 -3.48263 1.68218 -0.060 -0.019 -0.029 0.000
C 4.66519 -2.31311 2.04304 -0.016 0.069 -0.002 0.000
C 4.08160 -1.08222 1.78391 0.034 -0.082 -0.015 0.000
C 2.39263 1.65708 2.12196 0.050 0.160 0.114 0.007
C 2.24292 1.16002 3.42100 0.000 0.130 0.018 0.002
C 2.32883 2.02836 4.49719 0.008 -0.022 -0.039 0.000
C 2.56310 3.38294 4.28008 -0.004 -0.022 -0.004 0.001
C 2.70744 3.87690 2.99053 -0.003 -0.038 -0.051 0.000
C 2.61940 3.01687 1.90370 -0.001 0.000 0.108 0.001
C 2.87894 1.22697 -0.72234 -0.011 0.067 -0.257 0.011
C 2.12816 1.36166 -1.89071 0.179 0.077 0.053 -0.001
C 2.73829 1.83901 -3.04330 -0.064 -0.034 0.056 0.000
C 4.08371 2.17635 -3.02749 0.019 -0.002 -0.013 0.000
C 4.83123 2.03949 -1.86320 0.019 0.000 -0.001 0.001
C 4.23371 1.56307 -0.70923 0.022 0.017 -0.042 0.002
H 1.20843 -2.15902 0.31730 -0.072 -0.011 -0.055 0.000
H 2.25278 -4.34423 0.79220 0.021 0.022 0.001 0.000
H 4.46340 -4.44173 1.89507 -0.012 0.028 -0.011 0.000
H 5.62855 -2.35942 2.53372 -0.026 0.003 -0.008 0.000
H 4.58749 -0.17262 2.08708 -0.010 -0.030 0.000 0.000
H 2.06977 0.10302 3.58801 0.007 0.011 -0.004 0.000
H 2.22320 1.65072 5.50605 0.001 0.010 -0.028 0.000
H 2.63949 4.05623 5.12495 -0.004 -0.027 -0.031 0.000
H 2.89544 4.93050 2.82990 -0.002 -0.027 0.005 0.000
H 2.73600 3.40002 0.89682 -0.003 -0.010 0.030 0.000
H 1.07901 1.09486 -1.89708 0.032 0.041 0.000 -0.001
H 2.16278 1.94654 -3.95381 0.007 -0.007 0.013 0.000
H 4.55614 2.54803 -3.92785 -0.009 -0.006 0.026 0.000
H 5.88033 2.30359 -1.85650 -0.018 -0.002 -0.004 0.000
H 4.82099 1.45944 0.19643 -0.012 0.006 -0.029 0.000
```
Positions in Å, forces in eV/Å.

As for the calculated total energy: -92592.61906 eV. The calculation puts the highest occupied orbital energy (spin up / spin down) at -13.41 / -13.68 eV. Its LUMO energy (spin up / spin down) is -6.29 / -6.35 eV. Its charge is +2. The value obtained for the energy above the lowest of the compared OMol25 structures with the same formula, charge and spin is 10.5 kcal/mol. As for the largest force on an atom: 0.52 eV/A. As for the spin multiplicity: 2.

***

Below is a molecular structure, C41H31BrCoF4N2O2PSe, with properties calculated with the ωB97M-V functional and the def2-TZVPD basis.

XYZ file:
```
84
Properties=species:S:1:pos:R:3:forces:R:3:lowdin_spin:R:1
Co 0.34293 -1.42866 -0.52988 0.013 0.099 0.431 0.941
O -0.50248 -1.38763 -2.18165 -0.200 0.235 -0.516 -0.006
C -1.74074 -1.68808 -2.44042 0.111 -0.122 0.265 -0.001
C -2.27158 -1.35796 -3.70721 -0.081 0.006 -0.044 0.000
C -3.57375 -1.66108 -4.03415 0.016 -0.018 0.030 -0.001
C -4.41169 -2.31480 -3.12274 -0.026 -0.007 -0.029 0.001
C -3.91069 -2.65028 -1.88445 0.001 0.007 0.061 0.000
C -2.59158 -2.35450 -1.51618 0.004 0.054 0.021 0.001
C -2.12469 -2.77622 -0.21120 -0.549 -0.184 -0.309 -0.002
N -0.94987 -2.56976 0.22466 0.456 0.000 0.294 -0.005
N -0.62868 -3.06670 1.48498 0.061 0.087 -0.102 -0.001
C 0.54633 -2.60454 1.81439 -0.082 -0.012 0.087 0.000
O 1.27005 -1.83913 1.07368 0.321 -0.153 0.061 -0.007
C 1.10015 -2.98353 3.14205 -0.046 -0.041 -0.022 0.000
C 2.20940 -2.30737 3.63242 0.073 0.042 0.067 0.000
C 2.74799 -2.64573 4.86666 -0.021 0.005 -0.007 0.000
C 2.18223 -3.66855 5.61597 -0.006 0.014 -0.032 0.000
C 1.06910 -4.34450 5.12859 0.010 0.017 -0.004 0.000
C 0.52780 -4.00160 3.89870 -0.012 -0.034 0.054 0.000
H -1.61786 -0.84317 -4.40316 -0.016 -0.030 0.042 0.000
H -3.95609 -1.38512 -5.01102 0.012 -0.005 0.013 0.000
H -5.43408 -2.55382 -3.38519 0.007 0.023 0.001 0.000
H -4.54432 -3.15439 -1.16018 0.024 0.009 -0.035 0.000
H -2.80489 -3.30939 0.45030 -0.063 -0.064 -0.072 -0.001
H 2.62886 -1.50678 3.03713 -0.001 -0.041 0.055 0.000
H 3.60660 -2.10540 5.24833 -0.015 -0.018 -0.020 0.000
H 2.60520 -3.93674 6.57746 -0.023 0.011 -0.025 0.000
H 0.62161 -5.13908 5.71400 0.000 0.010 -0.022 0.000
H -0.34340 -4.50932 3.50633 0.018 0.001 0.019 0.000
F 7.24678 -2.08933 -2.91628 0.102 -0.062 -0.044 0.000
C 6.03817 -1.61824 -2.62417 0.165 -0.134 -0.042 0.000
C 5.83307 -0.26593 -2.52789 -0.087 0.383 0.006 0.000
F 6.84700 0.57261 -2.74256 0.018 0.057 -0.001 0.000
C 4.56940 0.21399 -2.22728 0.164 0.177 -0.106 0.000
F 4.43779 1.54096 -2.20589 -0.026 0.048 0.037 0.000
C 3.48770 -0.61739 -1.98891 -0.070 -0.031 0.184 -0.001
P 1.88440 0.03793 -1.34198 -0.316 0.387 -0.107 -0.009
C 1.17158 0.96722 -2.73627 0.135 0.051 0.016 -0.001
C -0.07779 1.54753 -2.50243 -0.005 -0.025 0.038 -0.001
C -0.70268 2.26750 -3.50597 0.079 0.001 -0.081 0.000
C -0.09695 2.40398 -4.75283 -0.004 -0.035 0.098 0.000
C 1.13545 1.81607 -4.99146 -0.001 -0.046 0.041 0.000
C 1.77058 1.09811 -3.98161 -0.039 0.012 -0.042 0.000
C 2.44420 1.30887 -0.16242 0.164 -0.152 0.097 -0.001
C 2.91894 0.82847 1.05630 0.047 -0.051 0.011 0.000
C 3.33202 1.71026 2.04263 0.013 0.016 -0.033 0.000
C 3.26203 3.07749 1.82060 -0.040 0.010 -0.029 0.000
C 2.77657 3.55896 0.61131 -0.010 -0.021 -0.029 0.000
C 2.37153 2.67880 -0.38182 -0.007 0.019 -0.006 0.000
C 3.72254 -1.98726 -2.11168 0.023 -0.290 -0.075 0.001
Br 2.36864 -3.27821 -1.90163 -0.059 -0.019 0.014 0.020
C 4.97951 -2.47623 -2.43360 -0.295 -0.180 0.072 0.001
F 5.20692 -3.78461 -2.56807 -0.005 -0.013 0.022 0.001
H -0.54977 1.41906 -1.52907 0.059 -0.003 -0.082 -0.001
H -1.67044 2.71599 -3.31980 -0.007 -0.009 0.005 0.000
H -0.59162 2.96339 -5.53676 -0.006 0.005 -0.013 0.000
H 1.60561 1.91116 -5.96307 -0.001 -0.006 0.027 0.000
H 2.72861 0.63226 -4.18242 -0.018 0.030 0.006 0.000
H 2.91642 -0.24068 1.24289 -0.001 0.077 -0.018 0.000
H 3.68087 1.32976 2.99501 -0.006 0.000 -0.020 0.000
H 3.56986 3.76929 2.59521 -0.012 -0.002 -0.010 0.000
H 2.70589 4.62682 0.43878 0.003 -0.039 0.016 0.000
H 1.98904 3.06469 -1.31897 0.009 -0.032 0.005 0.000
C -6.06188 3.42953 2.36920 0.082 -0.041 -0.035 0.001
C -4.74534 2.74757 2.07965 -0.067 0.006 0.021 0.005
C -4.46337 1.47693 2.56083 0.066 -0.075 0.011 -0.001
C -3.24751 0.84025 2.30863 -0.076 0.052 0.021 0.005
C -3.01043 -0.53768 2.86715 -0.068 0.050 0.009 0.001
C -2.25921 1.49281 1.54785 -0.103 -0.076 -0.207 0.009
Se -0.55445 0.65415 1.28446 0.102 0.040 -0.105 0.047
C -2.54393 2.77536 1.03832 -0.088 -0.017 0.057 0.006
C -1.56147 3.52236 0.17452 -0.018 0.063 0.022 0.001
C -3.77065 3.37567 1.31748 0.089 0.046 -0.024 -0.001
H -6.69867 2.80204 2.99509 0.015 0.010 -0.013 0.000
H -6.60831 3.64787 1.44722 0.009 -0.011 0.029 0.000
H -5.91077 4.37923 2.88944 -0.008 -0.019 -0.004 0.000
H -5.21074 0.95936 3.15881 0.035 0.013 -0.031 0.000
H -3.89076 -0.88934 3.41402 0.051 0.022 -0.038 0.000
H -2.14634 -0.54272 3.53496 -0.002 -0.008 -0.015 0.000
H -2.77176 -1.24855 2.07340 0.007 0.032 0.034 0.000
H -0.53769 3.23608 0.41641 -0.012 0.009 0.000 0.000
H -1.67836 4.60302 0.30106 -0.026 -0.056 -0.035 0.000
H -1.72510 3.29140 -0.88435 0.027 0.022 0.082 0.000
H -3.96699 4.37523 0.92978 0.034 -0.076 0.003 0.000
```
Positions in Å, forces in eV/Å.

As for the calculated total energy: -243273.15173 eV. The calculation puts the highest occupied orbital energy (spin up / spin down) at -3.54 / -3.78 eV. Its LUMO energy (spin up / spin down) is 2.09 / 2.09 eV. Its charge is -1. The value obtained for the energy above the lowest of the compared OMol25 structures with the same formula, charge and spin is 8.5 kcal/mol. As for the largest force on an atom: 0.66 eV/A. As for the spin multiplicity: 2.

***

Which of these has the lowest energy above the lowest of the compared OMol25 structures with the same formula, charge and spin?
C41H31BrCoF4N2O2PSe